Below is a structure of composition C37H35Cl3Ge2N3O2S2Zr at a distorted geometry, with properties calculated with wB97M-V/def2-TZVPD.

Results
HOMO-LUMO gap	0.25889	Ha
relative energy (zero: lowest compared OMol25 entry of this formula, charge and spin)	24.0	kJ/mol
highest occupied orbital energy	-0.188	Eh
net charge	-1
electronic energy	-221059.0331	eV

XYZ file:
```
85
Properties=species:S:1:pos:R:3:mulliken_charge:R:1
H -4.87347 -0.92108 0.83315 0.209
C -1.19570 3.10035 -1.04126 1.012
S 0.37403 0.92937 2.83463 -0.505
C -1.37726 -2.18526 0.11418 -0.262
C 0.93373 -5.07960 0.01706 0.269
N 1.48995 -0.03767 -0.22597 1.146
C 2.71937 -2.07096 1.32081 -0.338
C -2.39164 4.64682 -4.25279 -0.892
H 1.05538 1.21716 5.54686 0.493
C 0.98555 2.31987 3.71261 0.431
H 1.82823 -1.93352 -2.71365 0.336
H -2.28901 -4.48966 -0.75245 0.469
H -0.50496 3.96554 -3.47170 0.501
O 0.04696 2.91419 -1.29194 -0.632
C 0.93281 -6.46685 -0.06255 -1.133
C -2.08313 3.72215 -2.05566 -0.017
H -4.19835 -1.02512 -2.84197 0.426
C 3.14315 -3.36365 2.01089 -1.340
C 1.24456 2.17212 5.07497 -1.095
C 1.60926 0.83343 -2.55165 1.086
H 3.60202 -1.51999 0.98052 0.237
H 3.24623 -3.87530 -3.24770 0.430
C -3.73828 4.79693 -3.96621 0.509
H -2.24634 -2.83694 0.22502 0.051
Cl 3.63696 1.76850 0.76322 -0.142
C 2.44308 -2.35863 -1.91879 -0.323
H 1.85274 -7.01137 0.11369 0.402
H 3.77166 -3.14308 2.87727 0.386
C -4.27398 4.42501 -2.74316 -0.885
Ge 1.53309 -1.93150 -0.23782 0.031
Ge -1.83402 -0.27255 0.25011 1.074
C 2.50988 5.56669 5.97219 -0.113
C -4.27058 -1.14311 1.71830 -1.085
H -4.92959 -1.04127 2.58637 0.414
C 1.73949 3.21776 5.83768 0.400
C -0.21308 -2.82313 -0.07519 -0.010
H 1.86585 -4.58619 0.24369 0.311
H -2.45816 -0.46877 2.70641 0.392
C 2.18989 1.63890 -3.50653 -0.760
C 1.98535 3.01604 7.24263 -0.088
H -3.35760 0.80932 1.93321 0.374
H 3.72651 3.08344 -3.89044 0.371
C 2.77252 -3.81080 -2.26474 -1.331
H -4.13053 -1.90225 -1.31527 0.290
C -3.04679 -0.23362 1.81693 -0.747
C -1.39077 -6.41303 -0.61145 -0.785
Zr 0.23156 1.49642 0.35901 -0.243
O -1.66451 2.69765 0.04903 -0.643
N 2.93313 6.45426 6.56845 -0.574
C -0.23372 -7.14494 -0.37002 -0.420
C -3.43551 3.88189 -1.78400 -0.148
C 3.70986 2.47843 -1.84289 -0.499
H -3.98776 -2.19751 1.65753 0.218
C 3.26407 2.44419 -3.14946 -0.583
Cl -4.79173 5.46960 -5.18277 -0.234
H -0.24274 -8.22577 -0.43466 0.379
H 2.22937 -1.41280 2.04494 0.259
N 2.17129 2.83562 8.36325 -0.575
C 2.10048 0.73515 -1.22747 -1.837
C -0.21824 -4.32664 -0.18636 0.248
H 1.77369 1.67648 -4.50406 0.495
H 3.72599 -4.01989 1.35748 0.334
H 1.88218 -4.43900 -2.29047 0.331
C -1.56197 4.10337 -3.28479 -0.128
C -1.38016 -5.03172 -0.52732 -0.586
C 1.72582 4.60741 3.87042 -1.005
H -3.82001 3.57077 -0.82197 0.511
H -2.70972 -1.82896 -2.34205 0.264
H 1.91635 5.56505 3.40438 0.507
S 0.86546 3.83448 1.41068 -0.515
H -2.30882 -6.92249 -0.87799 0.390
H 4.49378 3.15798 -1.53908 0.466
H -5.32995 4.55647 -2.55345 0.406
H 3.36449 -1.76681 -1.89364 0.312
C 1.98680 4.45211 5.22056 0.524
H 2.28813 -3.93607 2.37353 0.318
C 3.13095 1.64322 -0.89804 1.137
Cl 0.06895 0.09738 -2.92104 -0.061
H 3.46301 -4.25831 -1.54513 0.286
H -3.96057 0.55742 -0.83902 0.511
C -3.56158 -1.24664 -1.97973 -1.391
C -3.10372 0.02330 -1.26200 -0.543
C 1.21582 3.56192 3.09068 0.889
H -2.00737 4.95068 -5.21647 0.414
H -2.65809 0.70761 -1.98960 0.221
```